## i
C2H8NO2 | the ωB97M-V functional and the def2-TZVPD basis

Geometry (Å):
C 1.55 1.43 1.13
C -0.56 -0.01 -0.48
N -0.10 -1.36 -0.16
O -0.45 0.32 -1.71
O -1.75 0.20 0.26
H 0.57 1.31 1.69
H 2.24 0.71 1.36
H 1.74 2.19 0.40
H -0.59 -2.26 -0.45
H 0.00 -1.39 0.96
H 0.78 -1.58 -0.65
H -1.01 -0.25 -2.25
H -2.42 0.70 -0.10

Properties
Highest occupied orbital energy (spin up / spin down): -12.70 / -13.71 eV
2S+1: 1
Charge: +1
HOMO-LUMO gap (spin up / spin down): 7.69 / 9.61 eV
Lowest unoccupied orbital energy (spin up / spin down): -5.011 / -4.103 eV

***

## ii
C2H8NO2 | the ωB97M-V functional and the def2-TZVPD basis

Geometry (Å):
C -1.88 0.55 -0.41
N -1.40 -0.36 0.66
H -2.94 0.75 -0.25
H -1.68 0.16 -1.40
H -1.44 1.54 -0.32
H -0.37 -0.49 0.58
H -1.72 -0.03 1.58
H -1.86 -1.28 0.59
O 1.30 -0.21 0.55
C 2.43 -0.19 0.13
O 2.68 -0.07 -1.14
H 3.28 -0.24 0.82
H 3.60 -0.13 -1.40

Properties
Highest occupied orbital energy: -15.35 eV
2S+1: 1
Charge: +1
HOMO-LUMO gap: 12.14 eV
Lowest unoccupied orbital energy: -3.209 eV

***

Which of them is most stable, and which least? Most stable: ii; least stable: i.

***

## i
C4HNO2 | the ωB97M-V functional and the def2-TZVPD basis

Geometry (Å):
C 0.25 0.37 -0.06
C -0.60 1.17 0.12
O -1.86 1.68 -0.01
C -2.60 0.62 -0.08
N -2.33 -0.67 0.08
C -3.62 -0.31 0.01
O -4.80 -0.50 -0.01
H 1.16 -0.10 -0.18

Properties
Highest occupied orbital energy: -10.37 eV
2S+1: 1
Charge: 0
SMILES: C#COc1nc1=O
HOMO-LUMO gap: 10.60 eV
Lowest unoccupied orbital energy: 0.227 eV

***

## ii
C4HNO2 | the ωB97M-V functional and the def2-TZVPD basis

Geometry (Å):
N -1.04 1.46 -1.57
C -0.66 0.39 -1.43
O -0.25 -0.81 -1.28
C 0.32 -1.16 -0.07
C 0.47 -0.34 0.95
C 0.30 0.84 1.41
O 0.25 1.80 2.07
H 0.60 -2.20 -0.08

Properties
Highest occupied orbital energy: -10.12 eV
2S+1: 1
Charge: 0
SMILES: N#COC=C=C=O
HOMO-LUMO gap: 9.07 eV
Lowest unoccupied orbital energy: -1.048 eV

***

## iii
C4HNO2 | the ωB97M-V functional and the def2-TZVPD basis

Geometry (Å):
O -0.67 2.23 0.20
C -0.36 1.10 0.01
C -0.96 -0.26 0.24
N 0.07 -1.17 0.31
C 1.25 -0.73 0.03
O 2.42 -0.87 0.11
C 0.28 0.12 -0.83
H -2.03 -0.43 -0.07

Properties
Highest occupied orbital energy: -10.04 eV
2S+1: 1
Charge: 0
SMILES: O=C1[C@@H]2N3C(=O)[C@@]123
HOMO-LUMO gap: 8.59 eV
Lowest unoccupied orbital energy: -1.454 eV

***

Which of them is most stable, and which least? Most stable: ii; least stable: iii.

***

## i
C30H80O10 | the ωB97M-V functional and the def2-TZVPD basis

Geometry (Å):
C -17.73 -2.39 0.04
C -18.88 -2.36 1.04
C -19.76 -1.15 0.87
O -19.62 -3.53 0.97
H -16.95 -1.67 0.27
H -18.07 -2.15 -0.97
H -17.28 -3.38 -0.08
H -18.43 -2.29 2.03
H -20.46 -1.09 1.71
H -20.35 -1.13 -0.05
H -19.10 -0.28 0.93
H -20.09 -3.64 1.81
C -21.59 -6.53 -3.59
C -22.97 -7.25 -3.75
C -23.51 -7.31 -5.17
O -22.97 -8.50 -3.18
H -21.64 -5.47 -3.34
H -21.04 -6.66 -4.52
H -20.98 -6.96 -2.79
H -23.69 -6.63 -3.21
H -22.76 -7.65 -5.89
H -23.85 -6.33 -5.52
H -24.27 -8.09 -5.20
H -22.77 -8.39 -2.25
C -16.37 1.22 -0.99
C -17.15 1.19 -2.33
C -17.99 -0.01 -2.54
O -18.04 2.26 -2.25
H -15.53 0.53 -0.93
H -16.99 1.02 -0.11
H -15.93 2.19 -0.75
H -16.48 1.33 -3.18
H -18.44 -0.03 -3.53
H -18.81 -0.05 -1.82
H -17.38 -0.90 -2.42
H -18.47 2.24 -3.11
C -12.05 -2.75 -6.14
C -12.49 -1.48 -5.39
C -12.23 -0.21 -6.11
O -13.82 -1.51 -5.07
H -12.18 -3.63 -5.51
H -10.99 -2.78 -6.39
H -12.67 -3.00 -7.00
H -11.90 -1.56 -4.47
H -11.20 0.13 -6.01
H -12.83 0.63 -5.76
H -12.27 -0.46 -7.17
H -14.00 -2.29 -4.55
C -16.65 -3.18 -5.19
C -17.31 -4.35 -4.37
C -18.78 -4.03 -4.09
O -17.16 -5.51 -5.04
H -16.54 -2.30 -4.56
H -17.29 -2.95 -6.04
H -15.67 -3.53 -5.53
H -16.81 -4.49 -3.42
H -19.30 -3.74 -5.00
H -18.92 -3.24 -3.36
H -19.28 -4.94 -3.74
H -16.36 -5.94 -4.73
C -14.32 -6.18 -6.68
C -13.87 -7.07 -5.47
C -12.44 -6.75 -4.96
O -14.76 -6.86 -4.37
H -14.04 -5.14 -6.50
H -15.40 -6.08 -6.77
H -14.04 -6.62 -7.64
H -13.96 -8.12 -5.74
H -11.77 -7.30 -5.62
H -12.30 -7.17 -3.97
H -12.17 -5.70 -4.97
H -14.51 -7.54 -3.74
C -17.84 -0.51 -6.77
C -16.52 -0.04 -7.46
C -15.82 1.03 -6.64
O -15.59 -1.07 -7.61
H -17.75 -0.80 -5.73
H -18.06 -1.44 -7.29
H -18.64 0.23 -6.79
H -16.76 0.36 -8.45
H -16.50 1.89 -6.63
H -14.85 1.28 -7.08
H -15.70 0.83 -5.58
H -15.30 -1.33 -6.73
C -17.56 -6.34 0.38
C -18.10 -6.11 -1.01
C -18.25 -7.38 -1.78
O -19.32 -5.42 -0.95
H -16.51 -6.63 0.36
H -18.16 -7.05 0.93
H -17.51 -5.35 0.84
H -17.27 -5.59 -1.49
H -18.71 -7.11 -2.73
H -19.01 -8.05 -1.36
H -17.27 -7.82 -1.99
H -19.33 -4.77 -0.24
C -12.73 -4.43 -1.51
C -14.03 -4.00 -2.21
C -14.32 -2.53 -1.96
O -13.79 -4.12 -3.60
H -12.80 -5.52 -1.56
H -12.69 -4.17 -0.45
H -11.85 -4.09 -2.05
H -14.85 -4.56 -1.76
H -13.49 -1.91 -2.31
H -14.52 -2.33 -0.91
H -15.20 -2.28 -2.55
H -14.14 -4.97 -3.88
C -18.43 -4.18 -10.34
C -17.38 -3.65 -9.38
C -16.16 -4.50 -9.18
O -16.91 -2.36 -9.82
H -17.98 -4.52 -11.28
H -19.23 -3.44 -10.36
H -18.91 -5.06 -9.90
H -17.86 -3.48 -8.41
H -15.62 -4.56 -10.13
H -16.44 -5.52 -8.91
H -15.40 -4.10 -8.51
H -16.40 -1.98 -9.10

Properties
Highest occupied orbital energy (spin up / spin down): 0.35 / -7.13 eV
2S+1: 2
Charge: -1
⟨S²⟩: 0.751
HOMO-LUMO gap (spin up / spin down): 1.79 / 9.20 eV
Lowest unoccupied orbital energy (spin up / spin down): 2.149 / 2.070 eV

***

## ii
C30H80O10 | the ωB97M-V functional and the def2-TZVPD basis

Geometry (Å):
C -0.77 2.15 4.66
C -1.35 3.47 4.05
C -0.23 4.47 3.78
O -2.08 3.16 2.86
H -1.39 1.25 4.67
H -0.24 2.27 5.61
H 0.00 1.77 3.98
H -2.00 4.00 4.74
H 0.33 4.75 4.67
H -0.60 5.43 3.42
H 0.43 4.05 3.02
H -2.56 3.97 2.67
C 1.86 3.43 -2.85
C 2.47 3.69 -4.20
C 1.36 4.05 -5.24
O 3.46 4.71 -4.11
H 1.45 4.37 -2.46
H 2.59 3.17 -2.07
H 1.07 2.69 -2.90
H 2.92 2.79 -4.62
H 0.95 4.99 -4.84
H 0.63 3.24 -5.20
H 1.87 4.14 -6.19
H 3.01 5.54 -3.89
C -0.26 2.00 0.17
C -1.13 0.80 0.47
C -0.52 -0.54 -0.05
O -1.28 0.77 1.87
H -0.13 2.08 -0.91
H 0.67 1.95 0.73
H -0.85 2.89 0.39
H -2.07 0.95 -0.05
H 0.35 -0.79 0.57
H -0.16 -0.35 -1.06
H -1.30 -1.29 0.02
H -1.60 1.63 2.13
C -4.18 -3.19 -0.68
C -4.64 -4.22 -1.71
C -6.08 -4.67 -1.56
O -4.44 -3.45 -2.92
H -4.27 -3.52 0.35
H -4.61 -2.19 -0.73
H -3.09 -3.11 -0.70
H -4.01 -5.10 -1.69
H -6.42 -5.12 -2.49
H -6.76 -3.86 -1.28
H -6.08 -5.41 -0.76
H -4.87 -3.90 -3.64
C -2.70 1.37 -2.96
C -4.15 0.89 -3.02
C -4.74 0.89 -1.58
O -4.83 1.78 -3.83
H -2.65 2.37 -2.53
H -2.18 1.56 -3.90
H -2.03 0.73 -2.38
H -4.25 -0.10 -3.48
H -4.44 1.78 -1.03
H -4.42 0.07 -0.94
H -5.82 0.89 -1.61
H -4.38 1.69 -4.67
C 5.31 -0.40 -3.95
C 4.44 0.13 -2.82
C 3.07 -0.59 -2.69
O 5.18 0.16 -1.60
H 6.25 0.15 -4.03
H 4.72 -0.26 -4.85
H 5.55 -1.46 -3.93
H 4.17 1.16 -3.04
H 2.40 -0.55 -3.55
H 2.56 -0.16 -1.83
H 3.35 -1.62 -2.48
H 5.91 0.77 -1.71
C 4.79 4.05 -0.60
C 3.94 4.01 0.66
C 4.19 2.80 1.54
O 4.04 5.23 1.41
H 4.63 4.87 -1.30
H 4.72 3.14 -1.19
H 5.86 4.21 -0.47
H 2.88 3.91 0.41
H 3.42 2.68 2.30
H 5.14 2.73 2.06
H 4.05 2.00 0.81
H 4.92 5.18 1.77
C -3.02 -3.27 3.82
C -2.90 -1.95 3.11
C -4.04 -1.03 3.59
O -1.70 -1.38 3.52
H -3.21 -3.02 4.86
H -2.07 -3.82 3.75
H -3.81 -3.94 3.47
H -3.03 -2.05 2.04
H -3.88 -0.72 4.62
H -4.95 -1.63 3.56
H -4.14 -0.16 2.95
H -1.63 -0.54 3.07
C 4.18 -2.75 2.06
C 3.90 -1.45 1.22
C 2.84 -0.63 1.90
O 5.09 -0.70 1.06
H 4.50 -3.55 1.40
H 3.33 -3.06 2.67
H 5.01 -2.57 2.75
H 3.63 -1.73 0.20
H 2.50 0.31 1.48
H 3.11 -0.42 2.94
H 1.92 -1.21 2.05
H 5.08 -0.28 0.20
C -0.02 -4.34 1.25
C -0.65 -5.72 1.26
C -2.11 -5.65 0.89
O -0.09 -6.56 0.34
H -0.06 -3.93 0.24
H 1.00 -4.36 1.61
H -0.60 -3.63 1.84
H -0.58 -6.17 2.24
H -2.68 -6.56 1.09
H -2.18 -5.22 -0.11
H -2.62 -4.95 1.56
H -0.50 -7.40 0.55

Properties
Highest occupied orbital energy (spin up / spin down): 0.71 / -7.57 eV
2S+1: 2
Charge: -1
⟨S²⟩: 0.750
HOMO-LUMO gap (spin up / spin down): 1.55 / 9.78 eV
Lowest unoccupied orbital energy (spin up / spin down): 2.264 / 2.207 eV

***

Which of them is most stable, and which least? Most stable: i; least stable: ii.

***

## i
C20H28N4OSSbSe4TeW | the ωB97M-V functional and the def2-TZVPD basis

Geometry (Å):
W -0.50 -0.14 -0.30
Se 1.33 -1.43 1.39
Sb 0.88 0.97 1.69
Se 0.97 0.23 -2.03
Se -1.82 0.44 1.72
Se 1.72 2.60 3.09
C -0.19 3.59 -2.24
Te -1.35 2.58 -0.74
C -0.51 4.15 0.46
C -0.52 5.31 -0.49
C -0.68 6.63 -0.07
C -0.68 7.66 -1.00
C -0.53 7.38 -2.35
C -0.37 6.07 -2.78
C -0.37 5.04 -1.85
H -0.52 3.35 -3.24
H 0.83 3.24 -2.10
H 0.51 3.86 0.74
H -1.09 4.31 1.36
H -0.81 6.84 0.99
H -0.81 8.68 -0.66
H -0.53 8.19 -3.07
H -0.26 5.85 -3.83
C -1.99 -3.11 1.79
N -1.06 -3.85 0.94
C -0.55 -5.12 1.45
C -0.06 -5.99 0.32
C 0.92 -5.20 -0.52
N 0.33 -3.92 -0.92
C 0.87 -3.30 -2.12
C -0.56 -3.29 -0.16
O -1.00 -2.13 -0.54
H -2.53 -3.83 2.40
H -2.69 -2.55 1.17
H -1.46 -2.42 2.44
H -1.36 -5.61 2.00
H 0.26 -4.92 2.17
H -0.91 -6.30 -0.30
H 0.42 -6.88 0.71
H 1.18 -5.74 -1.43
H 1.85 -5.01 0.03
H 1.10 -4.08 -2.84
H 1.77 -2.73 -1.90
H 0.13 -2.63 -2.56
C -6.07 2.27 0.43
C -5.50 0.92 0.12
C -5.95 -0.27 0.64
C -5.26 -1.44 0.29
N -4.19 -1.43 -0.50
C -3.77 -0.28 -0.99
S -2.35 -0.13 -2.01
N -4.43 0.87 -0.70
C -5.69 -2.76 0.83
H -7.07 2.17 0.85
H -6.11 2.89 -0.47
H -5.43 2.77 1.15
H -6.81 -0.29 1.29
H -4.04 1.73 -1.07
H -6.76 -2.79 1.01
H -5.19 -2.93 1.79
H -5.40 -3.55 0.15

Properties
Highest occupied orbital energy (spin up / spin down): -9.99 / -9.99 eV
2S+1: 1
Charge: +1
HOMO-LUMO gap (spin up / spin down): 6.13 / 6.13 eV
Lowest unoccupied orbital energy (spin up / spin down): -3.862 / -3.860 eV

***

## ii
C20H28N4OSSbSe4TeW | the ωB97M-V functional and the def2-TZVPD basis

Geometry (Å):
W -0.59 -0.31 1.14
Se 0.64 -1.98 2.62
Sb 2.11 -0.13 1.77
Se 0.59 -0.76 -0.92
Se -1.91 0.64 2.81
Se 4.39 -0.63 1.76
C -3.27 -0.72 -1.95
Te -2.83 0.63 -0.36
C -4.61 -0.15 0.52
C -5.41 -0.66 -0.65
C -6.78 -0.86 -0.54
C -7.50 -1.35 -1.62
C -6.85 -1.64 -2.81
C -5.49 -1.44 -2.93
C -4.76 -0.95 -1.85
H -2.69 -1.63 -1.79
H -2.98 -0.27 -2.90
H -5.10 0.65 1.07
H -4.33 -0.95 1.21
H -7.29 -0.62 0.39
H -8.57 -1.50 -1.53
H -7.42 -2.02 -3.65
H -4.99 -1.65 -3.86
C 0.73 3.26 2.73
N 0.57 3.79 1.38
C 1.02 5.17 1.22
C 1.21 5.53 -0.24
C 0.01 5.03 -1.01
N -0.11 3.59 -0.83
C -0.51 2.79 -1.98
C 0.09 3.02 0.38
O -0.15 1.79 0.56
H 0.38 4.01 3.44
H 1.78 3.05 2.94
H 0.14 2.36 2.85
H 1.96 5.27 1.76
H 0.29 5.83 1.69
H 2.11 5.06 -0.64
H 1.31 6.61 -0.34
H 0.12 5.21 -2.08
H -0.91 5.53 -0.68
H 0.07 3.11 -2.85
H -1.57 2.91 -2.20
H -0.29 1.74 -1.80
C 2.16 -4.68 -0.62
C 0.73 -4.84 -0.25
C 0.03 -6.02 -0.21
C -1.33 -5.97 0.16
N -1.94 -4.83 0.48
C -1.24 -3.71 0.45
S -2.05 -2.26 0.90
N 0.06 -3.71 0.08
C -2.16 -7.21 0.21
H 2.64 -5.65 -0.73
H 2.69 -4.10 0.13
H 2.23 -4.15 -1.57
H 0.51 -6.95 -0.45
H 0.54 -2.80 0.03
H -1.59 -8.10 -0.04
H -3.00 -7.11 -0.48
H -2.58 -7.31 1.21

Properties
Highest occupied orbital energy (spin up / spin down): -10.11 / -10.11 eV
2S+1: 1
Charge: +1
HOMO-LUMO gap (spin up / spin down): 5.52 / 5.53 eV
Lowest unoccupied orbital energy (spin up / spin down): -4.585 / -4.583 eV

***

Which of them is most stable, and which least? Most stable: i; least stable: ii.

***

## i
C13H17ClN6O2S2 | the ωB97M-V functional and the def2-TZVPD basis

Geometry (Å):
C -3.36 0.27 -2.19
C -2.17 -0.62 -1.87
N -1.36 0.14 -0.91
C -0.34 -0.33 -0.17
N -0.48 0.43 0.82
S 0.38 -0.07 2.16
O 1.69 0.61 2.05
O 0.49 -1.56 2.25
C -0.65 0.71 3.46
C -1.22 0.07 4.52
Cl -1.13 -1.62 4.81
N -1.96 0.94 5.32
C -1.86 2.08 4.67
S -2.60 3.68 4.87
C -1.76 4.16 3.34
C -1.03 3.11 2.78
N -1.12 2.00 3.55
N 0.53 -1.42 -0.55
C 2.00 -1.23 -0.44
C 2.56 -2.07 -1.57
C 3.41 -1.30 -2.61
C 2.73 -0.32 -3.48
C 1.30 -2.68 -2.16
N 0.20 -2.29 -1.56
H -3.05 1.29 -2.51
H -3.95 0.38 -1.29
H -4.02 -0.18 -2.95
H -2.50 -1.53 -1.43
H -1.63 -0.80 -2.83
H -1.83 0.80 -0.28
H -1.82 5.17 2.97
H -0.40 3.12 1.89
H 2.40 -1.61 0.54
H 2.30 -0.16 -0.54
H 3.15 -2.89 -1.19
H 4.20 -0.75 -2.06
H 3.92 -2.03 -3.22
H 2.27 0.46 -2.92
H 3.45 0.17 -4.17
H 1.94 -0.83 -4.04
H 1.31 -3.33 -3.06

Properties
Highest occupied orbital energy: -8.77 eV
2S+1: 1
Charge: 0
SMILES: CCN/C(=N/S(=O)(=O)c1c(Cl)nc2sccn12)N1C[C@H](CC)C=N1
HOMO-LUMO gap: 9.29 eV
Lowest unoccupied orbital energy: 0.519 eV

***

## ii
C13H17ClN6O2S2 | the ωB97M-V functional and the def2-TZVPD basis

Geometry (Å):
C -0.42 -0.12 5.50
C 0.13 -0.92 4.25
N 0.44 0.08 3.20
C 0.53 -0.26 1.86
N 1.59 -0.10 1.15
S 2.70 1.18 1.57
O 4.02 0.50 1.25
O 2.67 1.67 2.97
C 2.36 2.46 0.38
C 1.48 3.47 0.50
Cl 0.61 3.70 1.90
N 1.41 4.22 -0.70
C 2.33 3.64 -1.49
S 2.88 3.86 -3.16
C 3.89 2.38 -2.95
C 3.74 1.80 -1.69
N 2.91 2.60 -0.86
N -0.37 -1.12 1.22
C -0.21 -2.15 0.17
C -1.60 -2.79 0.08
C -2.42 -2.53 -1.17
C -3.98 -3.03 -1.17
C -2.26 -2.31 1.31
N -1.55 -1.35 1.89
H -0.60 -0.86 6.32
H -1.31 0.50 5.34
H 0.40 0.53 5.95
H -0.75 -1.55 4.04
H 0.95 -1.65 4.46
H 1.21 0.69 3.41
H 4.54 1.89 -3.71
H 4.25 1.01 -1.26
H 0.52 -2.93 0.59
H -0.05 -1.86 -0.83
H -1.47 -3.89 0.15
H -1.95 -2.81 -2.01
H -2.48 -1.45 -1.24
H -4.55 -2.54 -0.41
H -4.40 -2.77 -2.17
H -3.94 -4.11 -0.90
H -3.17 -2.57 1.68

Properties
Highest occupied orbital energy: -8.66 eV
2S+1: 1
Charge: 0
SMILES: CCN/C(=N\S(=O)(=O)c1c(Cl)nc2sccn12)N1C[C@H](CC)C=N1
HOMO-LUMO gap: 9.11 eV
Lowest unoccupied orbital energy: 0.450 eV

***

Which of them is most stable, and which least? Most stable: i; least stable: ii.